13
Properties=species:S:1:pos:R:3 method="wB97M-V/def2-TZVPD" gap_ev=9.6 de_lowest_kcal_mol=68.5 mol_weight_da=98.105 largest_force_ev_per_a=1.27 homo_ha=-0.3267
C -1.9397 0.3658 -0.1540
C -0.5258 -0.0529 -0.0510
N -0.0431 -0.9342 -1.0597
O 1.2746 -1.2294 -0.6971
C 1.6156 -0.3900 0.3094
N 2.8560 -0.2311 0.3954
C 0.4046 0.2238 0.8631
H -2.5033 -0.4360 -0.6145
H -2.4317 0.5566 0.7947
H -2.1636 1.2493 -0.7513
H 2.9533 0.4350 1.1383
H 0.1895 -0.4012 -1.9214
H 0.3137 0.8443 1.7484

---

62
Properties=species:S:1:pos:R:3 method="wB97M-V/def2-TZVPD" gap_ev=9.0 de_lowest_kcal_mol=134.0 smiles="NC(N)=O.NC(N)=O.NC(N)=O.NC(N)=O.CCO.CCO.CO.CO" mol_weight_da=396.446 largest_force_ev_per_a=9.57 homo_ha=-0.3285
C 1.4254 -3.2943 0.9316
C 0.7893 -2.9504 2.2844
O 0.6831 -1.4957 2.3560
H 1.7104 -4.3831 0.8925
H 2.3652 -2.6694 0.8162
H 0.9280 -3.1384 0.0148
H 1.4171 -3.1944 3.1294
H -0.1442 -3.3947 2.4914
H 0.4463 -1.0867 1.4943
C -0.8507 4.4848 0.8379
C -0.2849 3.3693 0.0487
O -1.0412 2.1933 0.4346
H -0.5256 5.4800 0.6481
H -0.5832 4.3748 1.9021
H -1.8979 4.4963 0.7643
H 0.8420 3.3014 0.0587
H -0.6292 3.4642 -0.9882
H -1.8736 2.2390 -0.0111
C -1.8552 -2.6651 -0.8856
O -1.3654 -3.8219 -0.3642
N -1.1930 -1.9290 -1.6924
N -3.0867 -2.3411 -0.6527
H -0.3031 -2.2421 -2.1053
H -1.6722 -1.1750 -2.2626
H -3.7053 -2.9614 -0.0476
H -3.4284 -1.4224 -0.9781
C 0.7734 -2.3968 -3.9946
O 1.3974 -1.3171 -4.6232
N -0.2770 -2.9259 -4.4248
N 1.1414 -2.8812 -2.8397
H -0.6189 -2.6826 -5.4134
H -0.5892 -3.8466 -4.0290
H 1.8654 -2.3156 -2.4129
H 0.9093 -3.8656 -2.6024
C 1.7062 -0.1037 -0.3225
O 2.3859 -0.6850 -1.3880
N 0.3955 -0.2232 -0.1671
N 2.1906 0.5301 0.7244
H -0.1315 -0.8478 -0.8166
H -0.1015 0.6071 0.1719
H 3.1544 0.6340 0.7922
H 1.6188 0.7571 1.5117
C 0.7498 2.7286 3.4423
O 0.6134 1.5164 2.8483
N 0.0657 3.1972 4.4075
N 1.8522 3.3422 3.1327
H -0.7944 2.7553 4.5835
H 0.0914 4.1425 4.8584
H 2.3865 2.9172 2.3751
H 1.8899 4.4061 3.2188
C -2.4875 -0.5091 1.8176
O -2.0177 0.4830 2.7177
H -3.5602 -0.5247 1.9261
H -2.0850 -1.4792 2.0696
H -2.3125 -0.1335 0.7794
H -1.1037 0.7031 2.5303
C 0.8554 1.7826 -3.2309
O 0.0337 0.7217 -3.7789
H 0.3731 2.7496 -3.1957
H 1.8494 1.8756 -3.6487
H 0.9847 1.6308 -2.1542
H 0.6286 0.0194 -3.9821

---

19
Properties=species:S:1:pos:R:3 method="wB97M-V/def2-TZVPD" gap_ev=10.7 de_lowest_kcal_mol=20.2 smiles=CCN.O.O.O mol_weight_da=99.130 largest_force_ev_per_a=1.61 homo_ha=-0.3715
C 0.7849 -1.4004 -2.6172
C 1.1577 -0.1178 -1.8797
N 0.1039 0.5157 -1.0895
H 1.0341 -2.3064 -2.0679
H -0.3150 -1.4350 -2.6534
H 1.0235 -1.4193 -3.6737
H 2.0323 -0.2278 -1.2401
H 1.4982 0.6563 -2.5811
H -0.6056 1.0059 -1.6233
H -0.4772 -0.1784 -0.6299
H -1.0807 1.8612 1.8316
H -2.1940 2.6060 2.6032
O -1.7263 1.7693 2.5428
H -0.8884 -1.0160 2.6910
H -2.0057 -0.0663 3.0111
O -1.7983 -1.0187 3.0086
H 1.0705 0.6563 0.7716
H 1.4750 -0.3300 1.8821
O 0.9108 0.4453 1.7137

---

68
Properties=species:S:1:pos:R:3 method="wB97M-V/def2-TZVPD" gap_ev="4.0 / 4.0" mol_weight_da=724.225 largest_force_ev_per_a=3.54 homo_ha="0.0099 / 0.0101" charge=-2
Ti -0.6907 0.2416 0.2215
C 2.4509 -1.6576 2.4786
C 2.9771 -0.5871 3.2289
C 2.3561 0.6284 3.1705
C 1.1975 0.7927 2.3785
N 0.7481 -0.2450 1.5835
C 1.3776 -1.4139 1.6478
C 0.4016 1.9611 2.3178
C 0.5143 3.0780 3.1807
C -0.4494 4.0583 3.1736
C -1.5340 3.9196 2.2883
C -1.5566 2.8460 1.4265
N -0.6033 1.9044 1.3758
H 2.9122 -2.6330 2.5065
H 3.8557 -0.7366 3.8429
H 2.7538 1.4850 3.6946
H 0.9895 -2.1984 1.0052
H 1.3441 3.1338 3.8695
H -0.3963 4.9115 3.8381
H -2.3376 4.6411 2.2702
H -2.3735 2.7316 0.7233
O -1.3370 -2.5259 2.3717
As -2.7114 -1.4846 1.8796
O -3.5281 -1.3740 3.3002
O -2.1518 0.0136 1.4289
C -3.7732 -2.4501 0.5977
C -5.0480 -2.9056 0.9442
C -5.8788 -3.4690 0.0040
C -5.4629 -3.5381 -1.3516
C -4.2281 -3.0343 -1.7115
C -3.3766 -2.5096 -0.7575
S -1.8894 -1.6894 -1.1969
O -1.4894 -2.1887 -2.4917
O -0.8980 -1.8739 -0.1367
O -2.2158 -0.2409 -1.2065
H -1.1600 -2.2616 3.2773
H -5.3465 -2.7862 1.9796
H -6.8580 -3.8373 0.2798
H -6.1312 -3.9470 -2.0954
H -3.8916 -3.0281 -2.7390
O -4.4375 0.9573 0.1174
H -3.9456 0.7826 0.9353
H -3.8309 0.6538 -0.5757
C -0.0104 3.9296 -1.3762
Si -0.6982 2.1036 -1.6524
C -2.4910 2.5913 -2.3257
C 0.0980 1.6804 -3.3852
C 1.0101 2.4964 -4.0517
C 1.5487 2.1479 -5.2771
C 1.1905 0.9547 -5.8783
C 0.3025 0.1146 -5.2272
C -0.2288 0.4727 -4.0011
H -0.1682 4.5639 -2.2464
H 1.0530 3.8994 -1.1661
H -0.4912 4.4109 -0.5291
H -2.4537 3.3427 -3.1140
H -3.1279 2.9761 -1.5333
H -2.9745 1.7075 -2.7301
H 1.3174 3.4244 -3.5976
H 2.2597 2.8056 -5.7655
H 1.6025 0.6820 -6.8438
H 0.0225 -0.8310 -5.6746
H -0.9039 -0.2071 -3.5006
F 2.8313 0.6318 -2.1939
B 2.3200 0.2586 -0.9845
F 1.1006 -0.4799 -1.1681
F 3.2433 -0.4921 -0.3021
F 1.9504 1.3748 -0.2204

---

11
Properties=species:S:1:pos:R:3 method="wB97M-V/def2-TZVPD" gap_ev=9.9 de_lowest_kcal_mol=132.7 smiles="N#CC1=NOCON1" mol_weight_da=113.076 largest_force_ev_per_a=2.82 homo_ha=-0.3602
C -1.1584 -0.4580 -1.9885
C -0.4999 -0.0002 -0.8141
C 0.4732 0.4725 1.4664
H 0.9738 0.9574 2.3353
H -0.0752 -0.4192 1.7849
H 1.0198 -1.4959 -0.6366
N -1.6342 -0.9249 -2.9457
N -1.0765 0.9651 -0.1592
N 0.8189 -0.4948 -0.5254
O -0.3151 1.4670 0.8790
O 1.4736 -0.0689 0.6040

---

20
Properties=species:S:1:pos:R:3 method="wB97M-V/def2-TZVPD" gap_ev="7.0 / 7.1" de_lowest_kcal_mol=104.5 mol_weight_da=99.177 largest_force_ev_per_a=2.48 homo_ha="-0.2702 / -0.2717"
C -1.0510 0.1704 -0.1518
C -0.7591 1.2102 -1.1582
C -1.2475 0.7069 1.2602
C 0.0658 -1.0488 -0.1738
C 0.0291 -2.0299 0.7728
H -1.9313 -0.3993 -0.4561
H 0.1512 -1.4059 -1.2009
H 0.5818 1.2438 -1.2104
H -2.0572 1.4380 1.2697
H -1.0832 0.9825 -2.1700
H -0.9501 2.2401 -0.8680
H -0.3500 1.2118 1.6231
H -1.5041 -0.0884 1.9612
H 0.1946 -3.0686 0.5206
H -0.0694 -1.8034 1.8260
C 1.7903 -0.0891 -0.0006
N 1.8406 0.8830 -0.9285
H 2.1909 0.5222 -1.8165
H 2.4423 -0.9472 -0.1213
H 1.7162 0.2717 1.0226